C14H14I2O4S2TlV | ωB97M-V/def2-TZVPD

Calculated values
E_LUMO (spin up / spin down): -16.58 / -17.44 eV
orbital gap (spin up / spin down): 4.922 / 3.206 eV
charge: +4
energy: -91137.78833 eV
multiplicity: 3

CARTESIAN COORDINATES (ANGSTROEM)
Tl (0.396, 1.535, 0.328)
I (1.412, -3.835, -0.258)
I (1.919, 3.768, -0.381)
V (0.303, -1.607, -0.037)
S (1.315, -0.250, -1.603)
S (1.606, -0.516, 1.712)
O (-1.536, 2.740, 2.962)
O (-2.581, 2.916, -1.827)
O (-1.724, -2.420, 2.162)
O (-2.141, -2.230, -1.769)
C (-1.968, 2.068, -1.397)
C (-0.762, 0.247, -3.606)
C (2.136, -0.652, 4.370)
C (-1.150, 2.188, 2.014)
C (0.373, -0.737, 6.029)
C (1.738, -0.843, 5.700)
C (1.093, -1.417, -4.017)
C (0.728, -0.048, -3.445)
C (1.154, -0.432, 3.385)
C (1.553, 1.067, -4.083)
C (-0.176, -0.236, 3.745)
C (-0.591, -0.433, 5.058)
C (-1.206, -1.933, -1.138)
C (-0.939, -2.109, 1.329)
H (0.873, -1.467, -5.091)
H (1.357, 2.026, -3.592)
H (2.622, 0.859, -3.989)
H (-0.945, 1.307, -3.835)
H (0.046, -0.894, 7.074)
H (-1.119, -0.324, -4.479)
H (3.163, -0.732, 4.041)
H (1.318, 1.177, -5.153)
H (-0.885, 0.020, 2.961)
H (-1.382, -0.059, -2.760)
H (2.159, -1.598, -3.851)
H (0.522, -2.196, -3.500)
H (-1.665, -0.360, 5.300)
H (2.486, -1.087, 6.466)

Atomic partial charges in e from the Löwdin method, atoms 1 to 8: 0.310, 1.012, 0.884, -0.300, 0.671, 0.790, 0.239, 0.181